[1]
A 13-piece molecular cluster, H27O13 overall. Source: the OMol25 dataset; level of theory: wB97M-V/def2-TZVPD.

CARTESIAN COORDINATES (ANGSTROEM)
O -3.5262 2.0698 0.7438
H 0.3273 2.8841 0.3040
H -1.5945 2.6212 2.7546
O -2.4562 2.2001 2.9506
H -2.7868 2.3811 1.3874
H 2.8184 1.8792 -0.6065
O -1.3651 -0.4968 0.9126
H -0.5386 1.6877 0.6160
O 2.0219 1.7961 -1.1544
H 0.2792 -0.1896 -3.7440
H 2.5642 2.1940 -1.8557
O -2.6532 1.0193 -1.2631
H -4.1312 1.4526 1.1672
H 2.2309 -2.6806 -1.2054
O -0.3665 0.3348 3.2347
H 0.3341 1.1613 -2.9792
H 0.3614 0.9896 3.2532
O 0.8270 -0.8131 -0.8777
H 2.8728 -2.1963 0.6435
H 0.2238 -0.2140 -0.4048
O -0.4773 -3.0462 0.9807
H -0.1179 -3.4836 1.7627
H -1.9022 0.4277 -1.2979
O -0.0135 0.2723 -2.9537
H 0.0465 -0.1043 4.0049
H -2.0295 1.3420 3.1564
O 2.3470 -1.6898 -3.1664
H 1.9929 -2.5598 -2.9866
H 3.0824 -1.6806 -2.5457
O -0.0315 2.3566 1.0202
H -0.0720 -2.2294 0.7060
H -3.0567 1.6493 -0.1610
O 3.1582 -2.7576 -1.4813
H -3.4452 0.8496 -1.7813
H 1.1718 -0.2640 -1.6194
O 2.3782 -1.4558 1.0126
H -0.8178 -0.2954 1.6961
H 1.7042 -1.0547 0.4007
H 3.4918 -1.8676 -1.3115
H -1.9335 -1.2694 1.0031

As for the charge: +2. Its multiplicity is 2. The value obtained for the energy is -993.48242 Eh. The highest occupied orbital energy (alpha / beta) comes out at -0.6387 / -0.6343 Ha.

Results of the Mulliken charge analysis, in e, for atoms 1 through 5:
1 O -0.485
2 H 0.270
3 H 0.349
4 O -0.733
5 H 0.508

---

[2]
One molecule with the formula C24H19NO2. Source: the OMol25 dataset; level of theory: wB97M-V/def2-TZVPD.

CARTESIAN COORDINATES (ANGSTROEM)
C -4.5064 -0.3839 -2.8683
C -3.0659 -0.0517 -3.2111
O -2.2748 -0.1796 -1.9657
C -0.9817 0.1947 -2.2134
O -0.6349 0.6406 -3.2804
C -0.0007 -0.2908 -1.1448
C 1.3360 -0.3076 -1.8779
N 2.3742 -0.3836 -2.4499
C 0.6415 -0.0778 0.2218
C 1.6464 -1.2579 0.4633
C 1.1803 -2.5469 0.3652
C 2.0106 -3.6635 0.4354
C 3.3710 -3.5178 0.7055
C 3.8556 -2.2103 0.9090
C 2.9751 -1.0906 0.8853
C 1.2222 1.3350 0.3554
C 2.4410 1.8595 -0.0188
C 2.6766 3.2477 0.1662
C 1.7254 4.0562 0.7977
C 0.5257 3.4979 1.2542
C 0.3238 2.1222 1.0930
C -0.7557 1.2625 1.5789
C -1.8622 1.6062 2.3667
C -2.6531 0.5774 2.9043
C -2.3140 -0.7520 2.6277
C -1.2004 -1.0684 1.8091
C -0.5210 -0.0559 1.1743
H -5.1740 -0.1398 -3.7102
H -4.6224 -1.4639 -2.6740
H -4.8646 0.1735 -1.9836
H -2.6948 -0.7385 -3.9921
H -3.0154 0.9711 -3.5995
H -0.3438 -1.3350 -0.8823
H 0.1585 -2.7333 0.1081
H 1.6085 -4.6483 0.2325
H 4.0632 -4.3874 0.6615
H 4.9526 -2.0813 1.0447
H 3.4613 -0.1242 1.0711
H 3.2273 1.2462 -0.4768
H 3.6217 3.6774 -0.1977
H 1.8928 5.1304 0.8735
H -0.2743 4.1023 1.6743
H -2.1287 2.6537 2.5052
H -3.5560 0.8125 3.4850
H -2.9254 -1.5582 3.0601
H -0.9213 -2.1188 1.7173

As for the charge: 0. Its SMILES is CCOC(=O)[C@@H](C#N)C1(c2ccccc2)c2ccccc2-c2ccccc21. The value obtained for the energy is -1131.12971 Eh. The highest occupied orbital energy comes out at -0.3075 Ha.

Results of the Mulliken charge analysis, in e, for atoms 1 through 5:
1 C -1.195
2 C -0.212
3 O -0.258
4 C -0.130
5 O -0.564